Record 1
The following is a DFT calculation (wB97M-V/def2-TZVPD) of a single C21H30N6O2 molecule in a non-equilibrium geometry.

Positions of all 59 atoms, in Å:
C  -2.25  2.81  -2.83
C  -1.63  1.81  -1.86
C  -2.62  0.68  -1.54
N  -2.09  -0.31  -0.62
C  -1.38  -1.35  -1.08
O  -0.96  -2.28  -0.39
C  -0.92  -1.39  -2.55
C  0.54  -1.15  -2.44
N  1.18  -0.02  -2.67
C  2.47  -0.30  -2.33
N  3.48  0.60  -2.50
N  2.64  -1.53  -1.90
N  1.40  -2.07  -1.97
C  -2.15  -0.02  0.85
C  -0.75  0.57  1.24
O  -0.63  1.71  1.63
N  0.27  -0.29  1.06
C  1.65  -0.09  1.23
C  2.35  -1.13  1.83
C  3.72  -1.06  2.01
C  4.40  0.06  1.60
C  3.72  1.09  0.98
C  2.34  1.04  0.77
C  1.68  2.15  0.01
C  -3.22  1.03  1.18
C  -3.35  1.30  2.68
C  -3.66  0.02  3.46
C  -2.58  -1.00  3.16
C  -2.51  -1.28  1.66
H  -1.54  3.61  -3.04
H  -3.15  3.25  -2.41
H  -2.51  2.32  -3.77
H  -1.36  2.32  -0.93
H  -0.72  1.39  -2.29
H  -3.53  1.11  -1.12
H  -2.92  0.17  -2.46
H  -1.36  -0.66  -3.22
H  -1.10  -2.40  -2.92
H  4.29  0.40  -1.95
H  3.18  1.56  -2.51
H  1.21  -2.99  -1.63
H  0.02  -1.26  0.87
H  1.81  -2.01  2.14
H  4.24  -1.89  2.48
H  5.47  0.13  1.74
H  4.26  1.96  0.64
H  2.41  2.88  -0.32
H  0.94  2.65  0.64
H  1.15  1.75  -0.85
H  -2.97  1.98  0.71
H  -4.18  0.68  0.81
H  -2.43  1.74  3.05
H  -4.15  2.03  2.83
H  -3.70  0.24  4.53
H  -4.63  -0.37  3.15
H  -1.61  -0.62  3.51
H  -2.78  -1.94  3.68
H  -1.80  -2.09  1.49
H  -3.48  -1.63  1.31

Its net charge is 0. As for the highest occupied orbital energy: -8.3 eV. For the total energy, the calculation gives -1297.31157 hartree. The calculation puts the strongest force on any atom at 0.0223 hartree/bohr. The spin multiplicity is 1. Its SMILES is CCCN(C(=O)Cc1nc(N)n[nH]1)C1(C(=O)Nc2ccccc2C)CCCCC1.

Partial charges, natural (NBO), in e:
1. C -0.604
2. C -0.445
3. C -0.199
4. N -0.437
5. C 0.731
6. O -0.692
7. C -0.531
8. C 0.376
9. N -0.544
10. C 0.463
11. N -0.808
12. N -0.347
13. N -0.349
14. C 0.059
15. C 0.693
16. O -0.633
17. N -0.645
18. C 0.106
19. C -0.208
20. C -0.209
21. C -0.221
22. C -0.225
23. C 0.074
24. C -0.681
25. C -0.405
26. C -0.403
27. C -0.397
28. C -0.402
29. C -0.410
30. H 0.218
31. H 0.200
32. H 0.199
33. H 0.215
34. H 0.237
35. H 0.215
36. H 0.200
37. H 0.243
38. H 0.250
39. H 0.397
40. H 0.393
41. H 0.426
42. H 0.438
43. H 0.209
44. H 0.214
45. H 0.212
46. H 0.204
47. H 0.203
48. H 0.261
49. H 0.229
50. H 0.227
51. H 0.204
52. H 0.230
53. H 0.208
54. H 0.210
55. H 0.189
56. H 0.201
57. H 0.213
58. H 0.247
59. H 0.206



Record 2
The following is a DFT calculation (wB97M-V/def2-TZVPD) of a molecular structure, CH4FO3P in a non-equilibrium geometry.

Positions of all 10 atoms, in Å:
C  0.07  0.01  0.32
O  0.07  2.54  1.73
O  -0.11  1.21  -0.26
O  0.64  2.41  0.49
F  -0.81  -0.27  1.36
P  -1.00  -0.80  -1.61
H  1.16  -0.34  0.61
H  -0.77  2.95  1.57
H  -0.25  -2.06  -1.81
H  -2.10  -1.27  -1.00

Its net charge is 0. As for the highest occupied orbital energy (alpha / beta): -9.4 / -9.4 eV. For the total energy, the calculation gives -707.16201 hartree. The calculation puts the strongest force on any atom at 0.0676 hartree/bohr. The spin multiplicity is 1.

Partial charges, natural (NBO), in e:
1. C 0.371
2. O -0.405
3. O -0.363
4. O -0.048
5. F -0.370
6. P 0.215
7. H 0.192
8. H 0.458
9. H -0.011
10. H -0.037